# 1
This record from OMol25 describes a structure of composition C15H19ClN2OS in a non-equilibrium geometry. The level of theory is ωB97M-V with the def2-TZVPD basis set.

```
39
Properties=species:S:1:pos:R:3:nbo_charge:R:1
C -4.128 -2.959 0.040 -0.645
H -4.803 -3.052 -0.803 0.222
H -3.064 -3.089 -0.542 0.187
H -4.310 -3.731 0.702 0.251
C -4.156 -1.738 0.409 -0.148
N -4.010 -0.637 -0.406 -0.672
C -3.307 0.458 -0.109 0.491
N -2.080 0.514 0.301 -0.421
C -1.420 1.727 0.730 -0.215
C -0.287 2.083 -0.216 -0.442
H 0.157 3.198 0.185 0.239
H -0.950 2.512 -1.226 0.247
C 0.680 0.816 -0.652 -0.336
C 1.643 0.801 0.639 0.568
O 1.258 0.649 1.633 -0.507
C 2.976 0.445 0.371 -0.113
C 4.034 0.520 1.298 -0.198
C 5.304 0.432 1.086 -0.181
C 5.851 0.165 -0.315 -0.127
C 4.787 -0.127 -1.137 -0.239
C 3.428 0.037 -1.099 -0.134
H 2.647 -0.065 -1.640 0.200
H 5.140 -0.405 -2.166 0.200
Cl 7.359 -0.146 -0.396 0.169
H 6.070 0.827 1.538 0.200
H 3.741 1.029 2.208 0.221
C -0.121 -0.466 -0.867 -0.342
H 0.584 -0.965 -1.029 0.163
C -1.222 -0.651 0.350 -0.212
H -1.652 -1.552 0.025 0.217
H -0.610 -0.679 1.134 0.218
H -0.707 -0.148 -1.926 0.207
H 1.264 1.339 -1.398 0.229
H -2.126 2.368 0.932 0.238
H -0.914 1.432 1.786 0.191
S -3.733 2.207 -0.887 -0.526
H -4.739 -0.365 -1.208 0.445
H -3.413 -1.449 1.596 0.166
H -5.170 -1.336 1.059 0.187
```

As for the gap between HOMO and LUMO: 6.75 eV. The energy above the lowest of the compared OMol25 structures with the same formula, charge and spin is 14.634 eV. As for the lowest unoccupied orbital energy: -0.6 eV.

# 2
This record from OMol25 describes a cluster of 2 separate species, C2H2OS2 in total in a non-equilibrium geometry. The level of theory is ωB97M-V with the def2-TZVPD basis set.

```
7
Properties=species:S:1:pos:R:3:nbo_charge:R:1
C -1.065 -0.110 0.554 0.340
C -0.144 0.763 -0.156 -0.358
O -2.208 0.200 0.789 -0.452
S 3.207 -1.842 -0.960 -0.105
S 1.374 0.336 -0.653 0.216
H -0.653 -1.092 0.844 0.133
H -0.512 1.744 -0.418 0.227
```

As for the gap between HOMO and LUMO (spin up / spin down): 7.25 / 7.20 eV. The energy above the lowest of the compared OMol25 structures with the same formula, charge and spin is 3.802 eV. As for the lowest unoccupied orbital energy (spin up / spin down): -2.4 / -2.5 eV.

# 3
This record from OMol25 describes a cluster of 2 separate species, C4H13NP in total in a non-equilibrium geometry. The level of theory is ωB97M-V with the def2-TZVPD basis set.

```
19
Properties=species:S:1:pos:R:3:nbo_charge:R:1
C -1.406 -0.241 1.509 -0.603
C 3.292 -0.808 -0.078 -0.899
C -1.140 1.091 0.769 -0.263
C -2.431 1.195 -1.162 0.127
N -1.437 0.747 -0.523 -0.353
P 1.580 -1.062 -0.804 0.162
H -2.555 -0.229 1.511 0.206
H -1.181 -1.170 0.954 0.232
H -1.075 -0.356 2.502 0.251
H 3.950 -0.605 -0.826 0.234
H 3.873 -1.646 0.525 0.266
H 3.253 -0.070 0.742 0.239
H -0.088 1.353 0.850 0.247
H -1.803 1.820 1.241 0.241
H -3.015 1.848 -0.652 0.210
H -2.617 0.783 -2.076 0.220
H -0.823 0.058 -0.937 0.455
H 1.747 -2.308 -1.452 0.021
H 1.877 -0.400 -2.093 0.009
```

The total charge is +1. As for the gap between HOMO and LUMO: 8.53 eV. The energy above the lowest of the compared OMol25 structures with the same formula, charge and spin is 2.749 eV. As for the lowest unoccupied orbital energy: -4.8 eV.

# 4
This record from OMol25 describes an isolated molecule of C20H21ClN4O4 in a non-equilibrium geometry. The level of theory is ωB97M-V with the def2-TZVPD basis set.

```
50
Properties=species:S:1:pos:R:3:nbo_charge:R:1
C 0.509 4.428 -2.349 -0.248
O 0.498 3.286 -1.546 -0.521
C -0.808 2.987 -1.026 0.282
C -1.828 2.679 -1.958 -0.230
C -3.015 2.075 -1.474 -0.232
C -3.190 1.779 -0.118 -0.032
Cl -4.554 0.835 0.484 -0.005
C -2.207 2.172 0.760 -0.224
C -0.967 2.619 0.301 0.112
N 0.113 2.661 1.172 -0.648
C 1.043 3.638 1.361 0.708
O 1.008 4.779 0.980 -0.590
C 2.230 3.165 2.174 -0.548
C 2.803 1.931 1.545 0.332
C 3.792 1.860 0.279 -0.682
N 2.414 0.870 2.135 -0.273
N 2.855 -0.307 1.615 -0.461
C 2.123 -1.491 1.472 0.581
O 2.777 -2.515 1.225 -0.593
C 0.583 -1.505 1.705 0.605
O 0.014 -0.541 2.047 -0.576
N -0.320 -2.620 1.754 -0.619
C -0.033 -3.913 1.071 -0.262
C -1.020 -4.338 -0.022 -0.008
C -0.638 -3.865 -1.340 -0.217
C -1.279 -4.262 -2.447 -0.203
C -2.408 -5.083 -2.371 -0.207
C -2.907 -5.513 -1.137 -0.217
C -2.164 -5.301 0.021 -0.207
H 0.370 4.228 -3.404 0.164
H -0.251 5.155 -2.067 0.184
H 1.445 4.887 -2.151 0.197
H -1.710 2.959 -2.983 0.227
H -3.746 1.668 -2.151 0.227
H -2.411 2.073 1.859 0.237
H 0.179 1.768 1.741 0.453
H 2.983 3.920 2.050 0.239
H 1.933 3.067 3.193 0.255
H 3.405 1.361 -0.568 0.242
H 4.033 2.876 -0.042 0.231
H 4.690 1.388 0.568 0.218
H 3.826 -0.515 1.438 0.399
H -1.319 -2.461 2.047 0.423
H 0.938 -3.958 0.615 0.241
H -0.044 -4.701 1.749 0.192
H 0.339 -3.380 -1.526 0.210
H -0.809 -3.967 -3.348 0.209
H -2.766 -5.487 -3.296 0.212
H -3.922 -5.783 -0.971 0.218
H -2.588 -5.608 0.935 0.207
```

Its SMILES is COc1ccc(Cl)cc1NC(=O)C/C(C)=N/NC(=O)C(=O)NCc1ccccc1. As for the gap between HOMO and LUMO: 8.88 eV. The energy above the lowest of the compared OMol25 structures with the same formula, charge and spin is 4.027 eV. As for the lowest unoccupied orbital energy: 0.2 eV.